The following is a DFT calculation (the ωB97M-V functional and the def2-TZVPD basis) of a 2-piece molecular cluster, C30H60ClFN3O6 overall at a distorted geometry.

XYZ file:
```
101
Properties=species:S:1:pos:R:3:forces:R:3
C -1.39059 -0.39572 0.95713 0.35 0.72 0.67
N -0.41570 -0.26168 -0.17751 -0.35 -1.01 0.42
C 0.79366 -1.10319 0.05574 -0.03 -1.56 -0.77
C 2.12358 -0.59658 -0.68243 0.35 -0.45 0.39
C 3.17511 0.18209 0.29175 1.44 -0.51 -1.46
C 3.15712 1.77377 0.14438 -1.89 -0.25 3.42
C 1.69817 2.25808 0.69623 -0.29 0.51 0.27
C 1.34573 1.68742 2.14895 -0.83 0.31 0.53
C -0.03932 2.31954 2.72832 1.40 0.28 -0.17
C -0.14877 1.83644 4.25359 -0.02 0.57 0.53
C -1.61615 1.41793 4.72481 -0.60 0.38 -0.03
C -2.05251 -0.06750 4.31802 0.70 -0.11 0.12
C -2.73712 -0.91885 5.48145 0.22 -0.31 0.26
C -2.76910 -2.49182 5.15095 0.76 -0.30 -0.37
C -2.60188 -2.86305 3.60400 -0.54 -0.90 -0.40
C -3.90437 -2.50828 2.70341 0.09 -1.06 0.81
C -4.12834 -3.56051 1.50200 -0.95 0.70 0.31
O -3.43164 -3.20856 0.28409 -0.74 0.64 0.18
C -4.08842 -2.13565 -0.42168 0.24 1.04 -0.58
C 4.20475 2.57747 1.04431 0.82 0.34 -0.31
C 5.55712 1.85338 1.43793 0.42 0.76 2.34
C 5.41838 0.74856 2.62197 -0.21 -0.03 -0.43
Cl 6.57413 1.26124 0.01926 -0.96 0.37 0.71
N 3.41398 2.18119 -1.28932 1.25 0.44 0.02
C 2.78427 3.51517 -1.67185 -0.23 1.44 -1.10
C 3.64156 4.26628 -2.83557 -0.82 -0.55 0.32
C 2.87830 5.61308 -3.28733 1.11 2.00 0.01
N 1.42344 5.55485 -3.53700 1.87 -0.50 1.03
O 3.51971 6.67486 -3.37803 -2.23 -3.49 0.46
C 3.17272 1.11680 -2.30499 -1.33 -1.40 -4.34
O 4.36525 0.33595 -2.60160 -0.89 1.00 0.93
C 1.86980 0.21559 -2.04041 -0.39 0.49 1.48
C 1.43085 -0.67714 -3.29282 1.29 0.42 -1.32
C 2.41150 -1.86522 -3.68407 -1.04 -1.08 -0.23
F 0.09097 -1.20064 -3.18586 1.90 0.83 0.48
H -1.94577 -1.38932 0.97332 0.59 1.29 -0.06
H -2.08754 0.51822 0.92516 0.71 -1.60 0.04
H -0.78486 -0.30186 1.91895 -0.97 -0.15 -1.21
H -0.90040 -0.71526 -0.97542 0.57 0.72 0.45
H 0.55906 -2.14100 -0.39831 0.56 1.34 0.76
H 0.98449 -1.32123 1.17168 -0.23 0.66 -1.68
H 2.67809 -1.55985 -0.99026 -0.76 1.55 0.56
H 4.21194 -0.16018 -0.08840 -1.47 0.56 0.65
H 3.13764 -0.19076 1.37342 -0.29 0.91 -1.62
H 0.84259 1.98520 -0.00077 1.10 0.05 0.80
H 1.65159 3.40661 0.81404 0.29 -1.68 -0.25
H 1.21149 0.56111 2.20495 0.33 1.37 -0.41
H 2.13116 1.94915 2.95239 -0.95 -0.32 -1.41
H 0.10343 3.46303 2.66410 -0.42 -1.65 0.29
H -0.93882 2.07594 2.07887 1.17 0.03 0.89
H 0.20141 2.72079 4.90419 -0.55 -1.32 -0.91
H 0.62174 1.00238 4.46162 -1.32 1.04 -0.38
H -2.34225 2.16243 4.23320 0.98 -1.01 0.77
H -1.76046 1.56480 5.85811 0.48 -0.27 -1.67
H -1.08085 -0.62378 4.03805 -1.46 0.75 0.42
H -2.69414 -0.03538 3.37928 0.77 -0.12 1.26
H -2.08538 -0.79602 6.41907 -1.02 -0.03 -1.27
H -3.78847 -0.58466 5.76193 1.37 -0.09 -0.57
H -1.89160 -2.97718 5.71300 -1.24 0.63 -0.85
H -3.70981 -3.02865 5.52406 1.21 1.01 -0.44
H -1.62897 -2.48237 3.13325 -1.44 -0.37 0.75
H -2.52426 -4.01432 3.55631 -0.04 1.69 0.14
H -3.92800 -1.42666 2.35575 0.05 -1.43 0.30
H -4.80122 -2.65382 3.40834 1.17 0.31 -1.02
H -5.25770 -3.58256 1.27418 1.54 -0.08 0.30
H -3.81130 -4.61497 1.79687 -0.25 1.50 -0.37
H -3.39436 -1.74664 -1.25616 -0.85 -0.87 1.27
H -5.05563 -2.44978 -0.94326 1.16 0.23 0.94
H -4.26405 -1.22166 0.25916 0.01 -1.42 -0.92
H 3.73917 2.96749 2.02287 0.60 -0.89 -1.56
H 4.50519 3.54193 0.47992 -0.47 -1.39 0.74
H 6.21188 2.66955 1.92498 -1.03 -1.16 -1.05
H 4.46856 0.96235 3.23900 1.40 -0.34 -1.04
H 6.29993 0.80026 3.33940 -1.06 0.02 -1.12
H 5.37613 -0.30824 2.19754 -0.05 1.43 0.60
H 4.44274 2.37854 -1.33505 -0.58 -0.60 0.03
H 2.81192 4.26222 -0.79797 -0.23 -1.65 -1.11
H 1.71958 3.28150 -1.99467 1.37 0.46 0.59
H 4.63427 4.54456 -2.35713 -1.14 -0.17 -0.97
H 3.79663 3.58875 -3.74908 -0.14 1.01 1.28
H 1.11500 4.58827 -3.70431 0.09 0.63 0.26
H 0.93722 5.94405 -2.70746 0.24 -0.08 -0.98
H 2.95061 1.66375 -3.29846 0.18 -0.46 1.66
H 4.46876 0.24221 -3.56906 -0.20 0.29 0.76
H 1.00950 0.97495 -1.89918 1.17 -1.22 -0.01
H 1.40442 0.03709 -4.19951 -0.15 -1.01 1.30
H 2.55053 -2.63566 -2.84024 -0.10 1.38 -1.17
H 1.89360 -2.45359 -4.52986 0.76 0.99 1.24
H 3.41885 -1.54388 -4.09644 -1.35 -0.22 0.74
C -2.84319 -3.01081 -4.57613 0.37 0.08 -0.05
O -4.13643 -3.37015 -4.09477 -0.26 0.00 -0.09
C -5.09511 -3.36897 -5.03604 -0.16 -0.07 0.05
O -4.94292 -3.09822 -6.20054 0.00 -0.07 0.40
O -6.25069 -3.72162 -4.45228 0.46 0.12 -0.02
C -7.36649 -3.76294 -5.34136 -0.44 -0.04 -0.24
H -2.15271 -3.04602 -3.73263 -0.28 -0.08 0.07
H -2.50206 -3.72130 -5.33195 -0.11 0.17 -0.04
H -2.84927 -1.99448 -4.97602 -0.04 -0.16 -0.12
H -7.20570 -4.50344 -6.12747 0.06 0.20 0.00
H -7.55301 -2.77691 -5.77184 0.13 -0.14 -0.07
H -8.24198 -4.05823 -4.76274 0.27 0.02 0.16
```
Forces are in eV/Å.

## Properties
HOMO-LUMO gap: 0.325 hartree
LUMO: -2.585 eV
net charge: +1
E_tot: -64066.93145 eV

=====

The following is a DFT calculation (the ωB97M-V functional and the def2-TZVPD basis) of a 4-piece molecular cluster, C30H60N3O14P3S overall at a distorted geometry.

XYZ file:
```
111
Properties=species:S:1:pos:R:3:forces:R:3
C 3.36542 1.24732 2.76149 -0.07 0.87 0.27
C 3.85277 2.83413 2.94349 0.79 -1.06 0.60
C 4.02261 3.63179 1.52094 1.70 -0.94 0.32
O 3.03634 4.70372 1.28792 -2.76 -2.91 0.14
C 1.66558 4.10241 1.30949 -1.91 -1.29 -0.99
C 1.03425 3.22780 0.04161 -0.54 1.28 3.52
C -0.47736 2.51822 0.09078 0.12 1.98 4.25
C -1.36753 2.70223 1.45724 3.86 1.10 -2.22
N -2.73936 2.12350 1.72586 0.91 1.22 -2.37
C -2.77715 0.61558 1.61054 -0.70 -1.48 1.26
C -3.83317 2.80439 0.93339 -0.83 2.78 -4.25
C -5.33998 2.83867 1.65385 1.27 -0.99 0.57
O -3.69174 3.40781 -0.24966 -0.25 -3.65 7.09
C -0.70061 3.62114 2.66049 -1.52 -0.59 0.79
N -1.54384 3.78021 3.90653 6.51 1.99 -3.07
S -0.45486 4.80178 4.87550 0.76 -1.30 -3.06
N 1.04810 5.07211 3.95893 -4.29 -3.67 -3.71
C 0.77356 4.33856 2.66463 -1.53 -0.72 0.41
H 2.41271 1.07913 3.43257 1.81 0.16 -1.59
H 4.20610 0.52199 3.13542 -1.66 1.36 -0.87
H 3.14120 1.08562 1.62403 0.26 -0.01 2.28
H 4.92492 2.75551 3.46163 -2.27 0.46 -1.22
H 3.15923 3.35875 3.72834 1.31 -0.72 -1.82
H 4.02796 2.85519 0.61485 -0.21 1.65 1.94
H 5.11320 4.11546 1.53530 -2.66 -0.62 -0.22
H 1.72322 3.12764 -0.92281 -1.73 0.22 2.38
H -0.90255 1.89806 -0.82666 1.10 1.55 2.21
H -3.69684 0.21279 2.25524 1.90 0.96 -1.37
H -2.94068 0.20215 0.52799 0.69 0.85 1.88
H -1.81385 0.16706 2.15015 -2.08 1.10 -1.50
H -5.25801 3.40428 2.69892 -0.09 -1.08 -2.44
H -6.15328 3.30517 0.94473 1.92 -1.04 1.43
H -5.56786 1.70549 1.94217 0.20 2.46 -0.72
C -6.18332 0.42995 -2.77759 -0.02 0.10 -0.04
C -5.66022 -0.68463 -1.88677 -0.47 0.31 0.27
O -5.28268 -1.82366 -2.64013 0.19 0.89 0.27
P -3.93665 -1.67482 -3.59352 -4.11 -8.39 1.96
O -2.94689 -1.91458 -2.42714 0.96 4.10 -2.12
O -3.80192 -3.24616 -4.13307 0.56 1.03 -0.84
C -2.66491 -4.04421 -3.83141 0.29 -0.36 0.24
C -2.90453 -4.86301 -2.57386 -0.22 -0.26 0.08
O -5.04250 -1.40694 -4.89668 2.42 2.65 0.56
C -5.71342 -2.44748 -5.60221 -0.03 -0.90 -0.79
C -6.65261 -3.29889 -4.76094 0.12 0.05 0.51
H -5.38653 0.82403 -3.41786 -0.06 0.06 0.03
H -6.57550 1.25617 -2.17739 0.10 -0.07 -0.03
H -6.97611 0.06246 -3.43517 0.10 0.03 0.12
H -4.81304 -0.33620 -1.28722 0.00 -0.01 0.05
H -6.44984 -0.99651 -1.19665 0.14 -0.15 -0.08
H -1.76117 -3.43178 -3.75621 -0.22 -0.06 0.13
H -2.50787 -4.72346 -4.67620 -0.20 0.13 -0.03
H -3.25144 -4.25141 -1.73784 0.19 0.11 -0.13
H -1.99133 -5.38540 -2.27094 -0.11 0.04 -0.05
H -3.68925 -5.61050 -2.75817 0.22 0.12 0.00
H -4.98644 -3.06345 -6.14222 -0.13 0.03 0.22
H -6.31313 -1.95131 -6.37341 0.20 0.35 0.20
H -6.12344 -3.86893 -3.99219 -0.03 0.13 -0.18
H -7.18082 -4.01844 -5.39347 0.07 0.19 -0.13
H -7.38968 -2.67224 -4.24800 0.06 -0.09 -0.15
C -6.45337 -8.82751 3.39817 -0.02 -0.11 -0.03
C -6.42914 -7.36363 3.80553 -0.31 -0.30 0.39
O -5.22024 -6.73283 3.42063 -0.84 -0.40 -0.22
P -4.98524 -6.49773 1.79817 5.33 4.27 6.63
O -5.86063 -5.22175 1.74251 -1.52 -3.23 -3.09
O -3.57011 -5.61824 1.84591 -0.24 -0.79 -1.18
C -3.50246 -4.28554 1.35600 0.01 0.54 -0.01
C -3.75193 -3.29028 2.47695 0.18 0.05 0.30
O -4.00718 -7.92337 1.86035 -2.75 -0.13 -2.34
C -2.64918 -7.94272 2.29174 1.14 0.22 -0.16
C -2.42294 -7.52401 3.73680 -0.40 0.28 0.18
H -6.47131 -8.92866 2.30749 -0.03 -0.06 0.05
H -7.33915 -9.32850 3.79953 0.05 0.09 -0.05
H -5.56000 -9.34594 3.75747 -0.13 0.08 -0.03
H -7.28241 -6.82799 3.37706 0.00 0.03 0.06
H -6.50351 -7.29021 4.89462 0.12 0.13 -0.12
H -4.18843 -4.13810 0.51624 0.00 -0.01 0.26
H -2.49272 -4.13285 0.96001 -0.03 -0.21 0.08
H -4.66415 -3.51155 3.03570 -0.03 -0.02 -0.24
H -3.82053 -2.27112 2.08300 0.03 -0.12 0.02
H -2.92665 -3.32918 3.20214 -0.14 0.05 -0.21
H -2.02843 -7.36091 1.60203 -0.15 0.01 0.21
H -2.31445 -8.98094 2.18863 -0.42 -0.03 -0.14
H -2.68865 -6.47823 3.91486 0.04 -0.19 -0.11
H -1.36888 -7.64189 4.00494 -0.06 -0.15 -0.18
H -3.02994 -8.13141 4.41628 0.15 0.02 -0.11
C 11.22912 3.00000 -1.72122 0.06 -0.07 -0.08
C 10.50356 3.62382 -0.54058 0.48 -0.26 0.19
O 9.82183 4.80915 -0.91170 0.09 -0.96 -0.03
P 8.50031 4.63309 -1.89429 1.96 8.19 4.58
O 7.54832 4.25325 -0.73370 -0.05 -3.35 -3.32
O 7.96174 6.21028 -1.92260 -0.28 -0.88 -1.17
C 6.68470 6.57236 -1.41394 -0.40 0.21 0.37
C 6.78979 6.99945 0.04066 0.13 0.27 0.15
O 9.56396 5.05748 -3.19100 -1.65 -3.20 -0.36
C 9.92458 6.39538 -3.52357 -0.24 1.07 -0.47
C 10.67660 7.15188 -2.43873 -0.08 -0.22 0.47
H 10.51623 2.63761 -2.46994 0.07 -0.03 0.00
H 11.84127 2.15285 -1.39829 -0.10 0.06 0.00
H 11.87241 3.73418 -2.21430 -0.08 -0.10 0.09
H 9.79975 2.91157 -0.09796 0.02 0.02 0.06
H 11.23205 3.89360 0.22985 -0.18 0.12 -0.05
H 5.96046 5.76387 -1.55284 0.20 0.07 0.15
H 6.32218 7.41702 -2.00961 0.22 -0.07 -0.06
H 7.31954 6.26638 0.65326 -0.15 -0.11 -0.15
H 5.79602 7.16265 0.47004 0.11 0.00 -0.07
H 7.36014 7.93629 0.11508 -0.19 -0.17 -0.04
H 9.04191 6.94842 -3.86207 0.14 -0.07 0.21
H 10.58224 6.32254 -4.39694 -0.09 -0.43 0.08
H 10.06938 7.31075 -1.54319 0.05 -0.06 -0.21
H 10.98021 8.13712 -2.80474 -0.03 -0.15 -0.18
H 11.57010 6.59977 -2.12905 -0.09 0.11 -0.12
```
Forces are in eV/Å.

## Properties
HOMO-LUMO gap: 0.223 hartree
LUMO: -2.200 eV
E_tot: -103901.49558 eV
SMILES: CCCOc1ccc(N(C)C(C)=O)c2nsnc12.CCOP(=O)(OCC)OCC.CCOP(=O)(OCC)OCC.CCOP(=O)(OCC)OCC

=====

HOMO energy, respectively: -11.43 -8.28 eV.